Molecular formula: C30H28F5NO2S3Sc
Method: DFT, the ωB97M-V functional and the def2-TZVPD basis

Output
Gap between HOMO and LUMO (eV): 6.515
Electronic energy (eV): -103944.8875
LUMO energy (eV): 2.4
Net charge: -1

XYZ file:
```
70
Properties=species:S:1:pos:R:3:forces:R:3
Sc -0.1161 -0.3616 0.0432 0.4 -0.1 0.3
O -1.6021 -0.8503 1.2936 -0.4 -1.3 -0.9
S -1.6401 -0.1251 2.6270 -1.2 0.2 2.5
C -2.5974 -1.4741 3.5797 0.3 0.2 -0.4
C -3.5877 -0.7072 4.4227 -0.2 -0.1 -0.1
C -4.2732 0.2170 3.4186 0.0 -0.1 0.1
C -3.1549 0.9446 2.6945 0.3 -0.3 0.0
H -1.8714 -2.0471 4.1514 0.1 -0.1 0.0
H -3.0987 -2.1100 2.8538 0.0 -0.1 0.0
H -3.0544 -0.1124 5.1700 -0.1 0.0 0.1
H -4.2962 -1.3623 4.9383 0.1 0.1 0.0
H -4.9564 0.9240 3.8934 0.0 0.0 0.0
H -4.8424 -0.3931 2.7120 -0.1 0.0 0.0
H -2.8295 1.8370 3.2262 0.1 0.0 -0.1
H -3.3950 1.2099 1.6683 0.1 0.0 0.0
F -2.1229 -3.1735 -0.3529 0.0 -0.3 -0.1
C -1.2809 -3.1578 -1.4184 0.4 0.5 -0.1
C -0.4180 -2.0704 -1.5573 0.0 -1.0 -0.8
C 0.3874 -2.1619 -2.6912 -0.5 0.2 0.5
F 1.2581 -1.1398 -2.9270 0.0 -0.2 -0.2
C 0.3639 -3.2085 -3.6067 0.1 0.1 0.0
F 1.1501 -3.2164 -4.7062 -0.1 0.0 0.2
C -0.4975 -4.2746 -3.3871 0.0 0.1 0.2
F -0.5125 -5.3274 -4.2302 0.0 0.3 0.2
C -1.3323 -4.2498 -2.2779 0.0 0.1 0.1
F -2.1749 -5.2840 -2.0586 0.2 0.2 0.0
C 2.8948 -4.9513 0.5550 -0.1 -0.2 0.0
C 3.8321 -3.9335 0.4632 0.1 -0.1 0.0
C 3.4498 -2.6172 0.5785 -0.2 0.1 -0.1
C 2.1056 -2.2712 0.8039 0.2 -0.8 -0.1
C 1.1691 -3.3125 0.8988 0.1 0.5 0.1
C 1.5621 -4.6280 0.7609 0.1 -0.3 0.0
N 1.7082 -0.9502 0.8870 -0.2 0.2 -0.2
C 2.5212 -0.1191 1.6341 0.4 0.5 0.3
C 3.1979 -0.5782 2.7771 -0.3 0.0 -0.2
C 3.9385 0.2847 3.5550 0.1 0.1 0.1
C 4.0169 1.6300 3.2270 0.1 0.2 0.1
C 3.3576 2.0995 2.0992 0.1 0.1 0.0
C 2.6365 1.2386 1.3007 0.0 -0.3 -0.3
H 3.2042 -5.9830 0.4715 0.0 -0.1 0.0
H 4.8736 -4.1702 0.2937 0.1 0.0 0.0
H 4.1833 -1.8294 0.4783 0.0 0.1 0.0
H 0.1321 -3.0568 1.1078 0.1 -0.1 0.0
H 0.8233 -5.4146 0.8253 -0.1 -0.1 0.0
H 3.0977 -1.6175 3.0594 0.1 0.0 0.0
H 4.4439 -0.0922 4.4372 0.0 0.0 0.0
H 4.5742 2.3103 3.8558 0.1 0.1 0.0
H 3.3988 3.1494 1.8407 0.0 0.1 0.0
H 2.1178 1.5934 0.4081 0.2 0.0 0.3
C -6.6171 2.1503 -4.5551 0.0 -0.1 0.0
C -5.4552 2.0609 -3.6091 -0.2 0.0 0.1
C -4.1440 2.0993 -4.0657 0.1 0.1 0.0
C -3.0803 2.0285 -3.1806 0.1 0.0 0.0
C -3.3091 1.9069 -1.8213 0.2 -0.2 0.1
C -4.6151 1.8271 -1.3682 0.1 0.1 0.1
C -5.6808 1.9113 -2.2450 0.0 0.1 -0.2
S -2.0159 1.8009 -0.4493 -1.6 2.1 -0.4
C -1.4801 3.5233 -0.7946 -0.2 -0.5 0.6
O -1.0388 0.9151 -1.1996 0.3 -0.3 -1.4
H -6.3563 2.6995 -5.4567 0.0 0.0 -0.1
H -7.4589 2.6513 -4.0816 -0.1 0.0 0.0
H -6.9377 1.1486 -4.8441 -0.1 0.0 -0.1
H -3.9515 2.1922 -5.1272 0.0 0.0 -0.1
H -2.0657 2.0666 -3.5473 0.2 -0.1 -0.1
H -4.7941 1.7083 -0.3072 0.0 0.0 0.1
H -6.6949 1.8626 -1.8704 -0.1 0.0 0.0
H -0.9216 3.5013 -1.7220 0.0 0.0 -0.2
H -0.8516 3.8260 0.0360 0.0 0.0 0.0
H -2.3625 4.1505 -0.8761 -0.1 0.0 -0.1
S -0.5350 1.7338 1.4776 1.1 0.5 0.0
```
Forces are in eV/Å.